Record 1
Below is a 5-piece molecular cluster, C4H18O5 overall, with properties calculated with ωB97M-V/def2-TZVPD.

Gap between HOMO and LUMO ... 10.01 eV
HOMO energy ... -9.7 eV
Energy relative to the best compared isomer or geometry (same formula, charge and spin) ... 1.26 kJ/mol
2S+1 ... 1
Total charge ... 0
LUMO energy ... 0.29 eV
SMILES ... CCO.CCO.O.O.O

Geometry as XYZ:
```
27
C4H18O5 ωB97M-V/def2-TZVPD
O -0.430 -8.118 7.041
H -0.725 -8.636 7.803
H -1.217 -7.628 6.768
O -0.390 -10.037 4.784
H 0.206 -9.532 4.201
H -0.273 -9.639 5.666
O -1.120 -12.617 3.600
H -0.841 -11.732 3.891
H -0.514 -13.221 4.041
C -4.889 -11.420 6.088
C -3.445 -11.119 5.757
O -3.283 -9.724 5.576
H -5.240 -10.684 6.818
H -4.965 -12.400 6.557
H -5.540 -11.351 5.220
H -3.141 -11.641 4.841
H -2.755 -11.489 6.526
H -2.466 -9.463 5.146
C 3.106 -8.102 3.694
C 2.028 -7.040 3.807
O 0.755 -7.663 3.664
H 2.986 -8.738 2.823
H 3.067 -8.733 4.588
H 4.067 -7.591 3.734
H 2.178 -6.301 3.013
H 2.069 -6.528 4.770
H 0.035 -7.058 3.851
```

Record 2
Below is a 5-piece molecular cluster, C4H19NO4 overall, with properties calculated with ωB97M-V/def2-TZVPD.

Gap between HOMO and LUMO (spin up / spin down) ... 10.26 / 5.10 eV
HOMO energy (spin up / spin down) ... -14.1 / -14.1 eV
2S+1 ... 2
Total charge ... +1
LUMO energy (spin up / spin down) ... -3.82 / -8.98 eV

Geometry as XYZ:
```
28
C4H19NO4 ωB97M-V/def2-TZVPD
C 1.202 2.156 -0.075
C -0.307 2.584 0.106
C -0.951 1.519 1.079
C -1.020 0.094 0.504
N -1.898 -0.031 -0.604
H 1.369 2.385 -1.124
H 1.334 1.000 -0.075
H 1.816 2.671 0.665
H -0.347 3.523 0.642
H -0.850 2.711 -0.848
H -0.315 1.507 1.909
H -1.955 1.782 1.097
H -1.140 -0.607 1.413
H 0.152 -0.121 0.175
H -1.507 0.198 -1.488
H -2.775 0.392 -0.493
H 1.176 -2.315 2.310
H 2.558 -1.757 1.574
O 2.030 -1.849 2.461
H 1.172 -0.268 -2.619
H 0.388 1.002 -3.022
O 1.172 0.483 -3.238
H 1.311 -2.232 -0.797
H 0.749 -3.467 -0.129
O 1.499 -3.002 -0.202
H -2.389 -2.703 -0.050
H -1.053 -2.942 0.845
O -1.423 -2.715 -0.014
```

Record 3
Below is C4H19NO5Tl as an isolated structure, with properties calculated with ωB97M-V/def2-TZVPD.

Gap between HOMO and LUMO ... 1.57 eV
HOMO energy ... -18.6 eV
Energy relative to the best compared isomer or geometry (same formula, charge and spin) ... 284.54 kJ/mol
2S+1 ... 1
Total charge ... +3
LUMO energy ... -17.04 eV

Geometry as XYZ:
```
30
C4H19NO5Tl ωB97M-V/def2-TZVPD
Tl 0.647 2.165 -2.218
C -0.810 -0.907 4.198
C -0.506 -0.981 2.719
C -1.439 -1.932 2.001
O -1.533 -1.649 0.527
C -2.370 -2.575 -0.170
N -0.527 0.325 2.106
H -0.065 -0.182 4.526
H -0.517 -1.882 4.588
H -1.846 -0.690 4.456
H 0.493 -1.373 2.528
H -2.431 -1.639 2.343
H -1.077 -2.916 2.297
H -2.384 -2.447 -1.252
H -3.433 -2.562 0.072
H -1.948 -3.573 -0.052
H -0.378 0.760 3.006
H -1.512 0.548 2.070
O -0.248 6.222 -0.047
H -0.922 6.900 -0.062
H 0.119 6.267 0.835
O 4.325 -0.059 -0.071
H 5.120 0.449 0.088
H 4.488 -0.901 0.355
O 1.720 -2.134 -4.236
H 1.911 -2.931 -3.741
H 1.551 -2.441 -5.127
O 1.183 3.348 -6.856
H 1.897 3.115 -7.449
H 0.491 3.675 -7.431
```

Record 4
Below is a 6-piece molecular cluster, C4H19NO6S overall, with properties calculated with ωB97M-V/def2-TZVPD.

Gap between HOMO and LUMO ... 9.35 eV
HOMO energy ... -9.1 eV
Energy relative to the best compared isomer or geometry (same formula, charge and spin) ... 257.08 kJ/mol
2S+1 ... 1
Total charge ... 0
LUMO energy ... 0.23 eV
SMILES ... CC(=O)NCCS.O.O.O.O.O

Geometry as XYZ:
```
31
C4H19NO6S ωB97M-V/def2-TZVPD
O -1.136 -0.243 -0.087
C -0.326 -0.660 -0.951
N 0.601 0.236 -1.406
C 0.679 1.657 -0.936
C -0.525 2.608 -1.435
S -1.544 2.269 -2.859
C -0.349 -2.028 -1.457
H 1.023 -0.033 -2.313
H 0.601 1.700 0.172
H 1.643 2.047 -1.273
H -0.230 3.652 -1.567
H -1.270 2.611 -0.563
H -2.685 1.960 -2.158
H -1.342 -1.974 -2.015
H 0.555 -2.376 -1.997
H -0.526 -2.837 -0.662
H -0.990 -0.032 2.133
H -0.985 -0.772 3.353
O -0.302 -0.188 2.807
H -2.338 -1.423 0.440
H -3.314 -2.525 -0.214
O -3.265 -1.821 0.476
H -0.126 1.933 2.315
H -0.762 3.133 1.934
O -0.816 2.198 1.817
H 2.829 0.187 1.574
H 3.578 -1.289 1.656
O 3.722 -0.275 1.817
H 2.134 -2.888 1.012
H 3.104 -2.040 0.169
O 2.360 -2.786 0.217
```

What did we get for strongest force on any atom? Answer: 0.024, 0.116, 0.075, 0.242 Eh/bohr, in the order shown.
What did we get for E_tot? Answer: -539.3808, -519.0858, -765.8410, -1068.1096 a.u., in the order shown.